1.
ORCA calculation (ωB97M-V/def2-TZVPD) on C3H4OS2 in the gas phase at a distorted geometry.

The value obtained for the relative energy (zero: lowest compared OMol25 entry of this formula, charge and spin) is 42.1 kcal/mol. As for the lowest unoccupied orbital energy: -1.02 eV. The energy comes out at -26892.065 eV.

Cartesian coordinates (Å):
O: 0.004 1.160 -1.146
C: 0.004 0.560 0.097
C: 1.212 -0.323 0.375
S: 2.213 -0.867 -0.757
C: -1.215 -0.318 0.367
S: -2.216 -0.868 -0.756
H: 0.001 0.478 -1.833
H: -0.027 1.348 0.821
H: 1.370 -0.590 1.410
H: -1.345 -0.580 1.421



2.
ORCA calculation (ωB97M-V/def2-TZVPD) on a molecular structure, C23H27BaN4O7 at a distorted geometry.

The value obtained for the relative energy (zero: lowest compared OMol25 entry of this formula, charge and spin) is 14.1 kcal/mol. The charge is +1. As for the lowest unoccupied orbital energy: -2.14 eV. The energy comes out at -45274.590 eV.

Cartesian coordinates (Å):
Ba: -0.005 -0.842 0.112
C: 3.101 1.280 4.714
N: 2.647 0.155 3.898
C: 3.225 -1.152 4.197
C: 1.781 0.292 2.895
O: 1.426 -0.644 2.170
C: 1.236 1.695 2.619
O: 0.061 1.664 1.832
C: -1.157 1.848 2.520
C: -1.955 0.550 2.636
O: -1.567 -0.463 2.039
N: -3.076 0.597 3.356
C: -3.904 -0.597 3.505
C: -3.523 1.813 4.034
H: 4.053 1.009 5.164
H: 2.399 1.509 5.517
H: 3.269 2.171 4.114
H: 4.294 -1.145 3.987
H: 2.744 -1.906 3.585
H: 3.070 -1.384 5.250
H: 1.993 2.235 2.045
H: 1.065 2.247 3.543
H: -1.754 2.558 1.942
H: -0.995 2.286 3.507
H: -3.406 -1.442 3.044
H: -4.872 -0.441 3.027
H: -4.061 -0.804 4.563
H: -3.468 2.681 3.380
H: -2.950 2.006 4.942
H: -4.564 1.680 4.315
O: 1.694 -0.190 -1.506
C: 1.896 -1.409 -1.837
O: 1.342 -2.380 -1.226
C: 2.781 -1.699 -2.996
C: 3.321 -0.652 -3.728
C: 4.141 -0.890 -4.837
C: 4.377 -2.203 -5.153
O: 5.139 -2.689 -6.168
C: 5.021 -4.118 -6.110
O: 4.254 -4.439 -4.946
C: 3.843 -3.247 -4.421
C: 3.039 -3.038 -3.338
H: 3.101 0.360 -3.420
H: 4.571 -0.086 -5.418
H: 6.012 -4.558 -6.026
H: 4.503 -4.475 -6.999
H: 2.613 -3.848 -2.764
N: -2.452 1.244 -3.594
C: -1.533 0.552 -2.874
N: -1.923 0.303 -1.651
C: -3.194 0.871 -1.556
C: -4.082 0.898 -0.479
C: -5.291 1.538 -0.660
C: -5.621 2.140 -1.887
C: -4.756 2.114 -2.961
C: -3.540 1.466 -2.765
H: -2.352 1.531 -4.552
H: -0.577 0.263 -3.287
H: -3.831 0.412 0.457
H: -6.008 1.571 0.150
H: -6.580 2.630 -1.993
H: -5.016 2.572 -3.906



3.
ORCA calculation (ωB97M-V/def2-TZVPD) on a molecular structure, C38H39Br57O3P2 at a distorted geometry.

As for the lowest unoccupied orbital energy: -0.68 eV. The energy comes out at -4057170.324 eV.

Cartesian coordinates (Å):
C: 4.630 2.913 2.591
C: 3.982 3.523 1.269
P: 3.529 2.075 0.173
C: 4.973 0.913 -0.119
C: 4.367 -0.373 -0.855
C: 2.704 2.606 -1.410
C: 3.394 3.178 -2.585
C: 2.693 3.539 -3.802
C: 1.255 3.356 -3.922
C: 0.541 2.798 -2.784
C: 1.221 2.416 -1.520
C: 0.333 1.793 -0.365
O: 0.414 2.078 0.798
C: -0.762 0.780 -0.865
C: -1.056 -0.445 -0.140
C: -2.079 -1.338 -0.703
C: -2.739 -0.972 -1.941
C: -2.434 0.257 -2.673
P: -3.333 0.565 -4.278
C: -3.357 -1.153 -5.086
O: -2.412 1.483 -5.353
C: -1.426 1.171 -2.126
C: -1.002 2.521 -2.800
O: -1.779 3.308 -3.252
H: 4.195 1.875 2.688
H: 5.735 2.793 2.449
H: 4.362 3.494 3.507
H: 4.686 4.260 0.784
H: 3.040 4.038 1.570
H: 5.544 0.647 0.801
H: 5.644 1.391 -0.892
H: 4.955 -0.555 -1.786
H: 3.302 -0.192 -1.182
H: 4.320 -1.257 -0.170
H: 4.492 3.298 -2.510
H: 3.281 3.938 -4.659
H: 0.699 3.602 -4.879
H: -0.520 -0.717 0.796
H: -2.300 -2.290 -0.167
H: -3.482 -1.699 -2.345
H: -3.975 -1.867 -4.495
H: -2.274 -1.482 -5.100
H: -3.702 -1.010 -6.136
H: -1.683 0.954 -5.731
C: -5.284 -4.813 -5.418
Br: -6.143 -3.716 -4.076
Br: -5.425 -4.033 -7.182
Br: -3.446 -5.203 -4.953
H: -5.814 -5.759 -5.443
C: -1.572 -3.852 -7.999
Br: -2.260 -2.288 -8.907
Br: -2.191 -5.489 -8.822
Br: 0.356 -3.807 -7.852
H: -1.970 -3.833 -6.988
C: 1.130 4.457 4.742
Br: 0.991 3.688 2.973
Br: 2.180 6.084 4.745
Br: -0.616 4.720 5.525
H: 1.655 3.741 5.365
C: -4.989 4.165 4.717
Br: -6.274 5.477 4.112
Br: -3.599 3.863 3.408
Br: -4.263 4.622 6.453
H: -5.523 3.229 4.836
C: 1.002 4.073 9.393
Br: 2.247 4.212 10.866
Br: 1.616 2.845 8.033
Br: -0.779 3.621 9.990
H: 0.944 5.054 8.932
C: 1.228 -3.911 -1.935
Br: 3.087 -3.889 -1.409
Br: 0.277 -2.342 -1.297
Br: 1.007 -4.158 -3.843
H: 0.777 -4.771 -1.451
C: -0.730 -0.173 5.662
Br: 1.112 -0.067 6.250
Br: -1.759 1.332 6.307
Br: -0.861 -0.389 3.743
H: -1.157 -1.063 6.112
C: -5.967 -0.073 -10.027
Br: -5.303 0.509 -11.747
Br: -6.334 -1.969 -9.987
Br: -4.783 0.415 -8.583
H: -6.907 0.442 -9.860
C: 6.335 0.383 -4.615
Br: 8.212 0.601 -4.179
Br: 5.260 1.798 -3.830
Br: 6.054 0.246 -6.525
H: 6.008 -0.555 -4.178
C: -3.334 -8.164 -1.767
Br: -1.970 -6.796 -1.865
Br: -3.258 -9.138 -0.101
Br: -5.100 -7.444 -2.095
H: -3.128 -8.875 -2.560
C: 5.188 -5.062 2.027
Br: 5.098 -6.974 1.755
Br: 6.342 -4.208 0.733
Br: 3.432 -4.261 2.057
H: 5.629 -4.900 3.004
C: -6.325 1.584 8.163
Br: -4.536 1.765 8.875
Br: -7.463 3.049 8.706
Br: -6.313 1.355 6.242
H: -6.745 0.679 8.587
C: -6.919 -11.830 -0.640
Br: -8.362 -10.697 -1.252
Br: -5.592 -12.111 -2.020
Br: -6.125 -11.161 0.991
H: -7.350 -12.798 -0.411
C: 6.467 -4.132 -4.819
Br: 6.806 -2.989 -3.296
Br: 6.386 -5.996 -4.310
Br: 4.891 -3.579 -5.791
H: 7.311 -4.022 -5.492
C: 1.106 -4.924 5.691
Br: 0.624 -3.299 4.754
Br: 0.435 -6.498 4.789
Br: 3.010 -5.037 6.013
H: 0.625 -4.885 6.662
C: -3.668 6.539 11.652
Br: -4.172 8.135 10.683
Br: -4.229 4.932 10.731
Br: -1.778 6.503 12.049
H: -4.194 6.564 12.600
C: -0.291 3.852 -8.258
Br: 0.418 4.460 -9.951
Br: -0.717 1.969 -8.289
Br: 0.888 4.259 -6.780
H: -1.216 4.392 -8.089
C: 11.164 -2.231 -2.622
Br: 10.194 -2.402 -4.286
Br: 10.030 -2.565 -1.091
Br: 12.748 -3.338 -2.597
H: 11.495 -1.201 -2.553
C: -4.631 12.249 10.470
Br: -4.891 12.799 8.634
Br: -2.781 12.400 11.009
Br: -5.810 13.195 11.677
H: -4.895 11.199 10.527